{"formula": "C2H3F4NO", "method": "the ωB97M-V functional and the def2-TZVPD basis", "symbols": ["N", "C", "F", "F", "C", "O", "F", "F", "H", "H", "H"], "positions_angstrom": [[0.635, -0.947, 0.312], [-1.145, -0.900, 0.171], [-1.325, -1.532, -1.063], [-1.686, -1.570, 1.175], [-1.694, 0.490, -0.048], [-0.828, 1.338, -0.671], [-1.973, 1.050, 1.089], [-2.868, 0.433, -0.682], [0.974, 0.023, 0.397], [0.798, -1.241, 1.282], [-1.024, 1.346, -1.553]], "mulliken_charge": [-0.62, 0.72, -0.27, -0.23, 0.62, -0.47, -0.28, -0.29, 0.27, 0.26, 0.31], "fmax_ev_per_a": 5.64, "smiles": "NC(F)(F)C(O)(F)F", "gap_ha": 0.428, "charge": 0, "homo_ev": -10.92, "relative_energy_kcal_mol": 34.3}


{"formula": "C2HClN2O2", "method": "the ωB97M-V functional and the def2-TZVPD basis", "symbols": ["C", "C", "N", "N", "O", "O", "Cl", "H"], "positions_angstrom": [[0.025, 1.330, -0.360], [0.411, 0.279, 0.448], [-0.215, 2.206, -1.096], [0.527, -0.980, -0.036], [0.127, -1.234, -1.162], [1.007, -1.862, 0.728], [-2.888, -0.145, 0.068], [1.006, 0.407, 1.410]], "mulliken_charge": [0.43, -0.32, -0.32, 0.90, -0.50, -0.55, 0.01, 0.35], "fmax_ev_per_a": 4.35, "gap_ha": [0.295, 0.249], "charge": 0, "homo_ev": [-11.63, -11.16], "relative_energy_kcal_mol": 155.1}


{"formula": "C12H10I2", "method": "the ωB97M-V functional and the def2-TZVPD basis", "symbols": ["C", "C", "C", "C", "C", "C", "C", "C", "C", "C", "C", "C", "I", "I", "H", "H", "H", "H", "H", "H", "H", "H", "H", "H"], "positions_angstrom": [[-0.250, 3.756, 0.168], [-0.445, 2.829, -0.925], [0.106, 3.288, 1.407], [-0.181, 1.494, -0.713], [0.454, 1.902, 1.562], [0.166, 1.027, 0.507], [0.239, -3.512, -0.181], [0.176, -2.650, -1.358], [0.405, -2.981, 1.003], [-0.711, -1.704, -1.717], [-0.054, -1.557, 0.960], [0.519, -0.387, 0.643], [-2.630, -1.614, -0.768], [2.433, -0.428, -0.372], [-0.540, 4.825, 0.089], [-0.712, 3.116, -1.903], [0.207, 3.912, 2.291], [-0.089, 0.728, -1.586], [0.753, 1.339, 2.486], [0.300, -4.556, -0.560], [1.177, -2.594, -1.803], [0.328, -3.646, 1.839], [-0.597, -1.044, -2.488], [-1.052, -1.543, 1.418]], "mulliken_charge": [-0.43, -0.59, -0.49, 0.42, -0.38, 0.35, -0.08, -0.47, -0.71, -0.92, -0.99, 0.09, 0.05, 0.06, 0.31, 0.46, 0.38, -0.10, 0.34, 0.33, 0.41, 0.40, 0.88, 0.67], "fmax_ev_per_a": 4.16, "gap_ha": 0.329, "charge": 0, "homo_ev": -8.68, "relative_energy_kcal_mol": 79.8}


{"formula": "C21H39GaN2OSSb2SeTe", "method": "the ωB97M-V functional and the def2-TZVPD basis", "symbols": ["Ga", "C", "Sb", "C", "C", "C", "C", "C", "C", "C", "C", "C", "Sb", "C", "C", "H", "H", "H", "H", "H", "H", "H", "H", "H", "H", "H", "H", "H", "H", "H", "H", "H", "H", "H", "H", "C", "C", "S", "O", "C", "C", "H", "H", "H", "H", "H", "H", "H", "H", "H", "H", "Te", "C", "C", "C", "C", "N", "H", "H", "H", "H", "H", "H", "H", "H", "H", "Se", "C", "N"], "positions_angstrom": [[-0.605, -13.065, -6.037], [-2.730, -19.621, -4.846], [-1.398, -18.363, -6.095], [0.510, -18.598, -5.045], [-0.724, -19.370, -7.982], [0.131, -18.506, -8.757], [1.532, -18.590, -8.528], [2.486, -17.864, -9.251], [1.985, -16.952, -10.172], [0.634, -16.703, -10.387], [-0.322, -17.525, -9.726], [-1.774, -17.168, -9.857], [-2.326, -15.335, -8.606], [-4.418, -15.170, -9.186], [-1.857, -13.544, -9.834], [-2.593, -20.619, -5.132], [-3.705, -19.269, -5.060], [-2.482, -19.380, -3.829], [0.924, -19.620, -5.002], [0.338, -18.350, -4.001], [1.120, -17.863, -5.554], [-1.694, -19.687, -8.407], [-0.202, -20.284, -7.559], [1.875, -19.293, -7.776], [3.548, -17.975, -9.045], [2.687, -16.406, -10.717], [0.280, -15.922, -11.043], [-2.389, -18.074, -9.670], [-1.977, -16.773, -10.821], [-4.715, -14.105, -9.416], [-4.976, -15.429, -8.248], [-4.678, -15.926, -9.912], [-2.864, -13.230, -10.286], [-1.230, -13.656, -10.697], [-1.403, -12.727, -9.265], [4.257, -14.890, -7.004], [4.382, -13.694, -7.918], [4.769, -14.208, -9.738], [5.826, -15.257, -9.654], [5.388, -12.695, -10.515], [6.854, -12.727, -10.821], [4.256, -14.526, -6.015], [5.118, -15.631, -7.083], [3.377, -15.472, -7.240], [5.165, -12.994, -7.598], [3.388, -13.242, -8.028], [5.005, -11.890, -9.915], [4.875, -12.806, -11.427], [7.118, -11.722, -11.304], [7.154, -13.526, -11.532], [7.458, -12.891, -9.837], [-2.473, -14.945, -5.833], [1.370, -10.403, -6.762], [-0.125, -10.449, -7.057], [-0.981, -9.804, -5.953], [-0.431, -9.745, -8.453], [-0.501, -11.870, -7.353], [1.693, -9.318, -6.628], [1.925, -10.803, -7.556], [1.711, -10.966, -5.928], [-0.829, -8.707, -5.961], [-0.708, -10.229, -4.975], [-2.037, -10.079, -6.160], [-0.122, -8.684, -8.460], [-1.438, -9.918, -8.796], [0.266, -10.164, -9.189], [2.900, -14.887, -3.342], [1.702, -14.012, -4.306], [0.969, -13.456, -5.060]], "mulliken_charge": [-1.02, -1.37, 0.61, -1.13, -1.72, 1.02, -0.26, -1.21, -0.31, -0.91, 1.21, -2.19, 1.08, -1.40, -0.99, 0.42, 0.33, 0.35, 0.36, 0.39, 0.18, 0.54, 0.43, 0.25, 0.46, 0.52, 0.34, 0.28, 0.73, 0.34, 0.32, 0.38, 0.30, 0.41, 0.01, -0.91, -0.42, 0.54, -0.68, -0.67, -0.88, 0.17, 0.30, 0.30, 0.48, 0.15, 0.40, 0.36, 0.33, 0.26, 0.22, -0.52, -1.59, 1.36, -1.60, -1.75, 0.32, 0.31, 0.33, 0.38, 0.37, 0.31, 0.36, 0.41, 0.36, 0.35, -0.32, 0.46, -0.24], "fmax_ev_per_a": 3.90, "gap_ha": 0.113, "charge": -2, "homo_ev": 0.82, "relative_energy_kcal_mol": 0.0}


{"formula": "C20H69FINO16S", "method": "the ωB97M-V functional and the def2-TZVPD basis", "symbols": ["C", "C", "C", "N", "C", "C", "C", "I", "S", "O", "O", "F", "H", "H", "H", "H", "H", "H", "H", "H", "H", "H", "H", "H", "H", "C", "O", "H", "H", "H", "H", "C", "O", "H", "H", "H", "H", "C", "O", "H", "H", "H", "H", "C", "O", "H", "H", "H", "H", "C", "O", "H", "H", "H", "H", "C", "O", "H", "H", "H", "H", "C", "O", "H", "H", "H", "H", "C", "O", "H", "H", "H", "H", "C", "O", "H", "H", "H", "H", "C", "O", "H", "H", "H", "H", "C", "O", "H", "H", "H", "H", "C", "O", "H", "H", "H", "H", "C", "O", "H", "H", "H", "H", "C", "O", "H", "H", "H", "H"], "positions_angstrom": [[3.022, 0.454, 1.935], [2.645, 1.486, 0.878], [2.159, 2.832, 1.402], [0.963, 2.699, 2.265], [-0.303, 3.228, 1.710], [-1.054, 2.176, 0.884], [-1.050, 0.808, 1.550], [-1.597, -0.711, 0.139], [1.132, 3.197, 3.813], [0.122, 2.604, 4.612], [1.428, 4.583, 3.934], [2.470, 2.451, 4.134], [3.985, 0.692, 2.393], [3.069, -0.536, 1.480], [2.279, 0.397, 2.732], [3.489, 1.672, 0.215], [1.832, 1.073, 0.269], [2.944, 3.388, 1.915], [1.868, 3.430, 0.536], [-0.937, 3.573, 2.528], [-0.090, 4.097, 1.083], [-2.085, 2.505, 0.763], [-0.599, 2.102, -0.107], [-0.087, 0.530, 1.960], [-1.820, 0.723, 2.310], [-5.343, 1.593, 0.537], [-4.194, 1.771, 1.357], [-5.040, 1.812, -0.485], [-5.720, 0.568, 0.576], [-6.145, 2.282, 0.818], [-4.438, 1.591, 2.273], [-3.605, 3.608, 4.671], [-4.348, 2.439, 4.336], [-2.769, 3.660, 3.978], [-4.209, 4.512, 4.563], [-3.212, 3.554, 5.688], [-5.091, 2.364, 4.941], [-6.431, -1.511, -1.754], [-6.732, -1.577, -0.366], [-5.630, -0.785, -1.884], [-6.097, -2.481, -2.132], [-7.305, -1.182, -2.324], [-7.439, -2.225, -0.264], [-10.194, -3.831, -1.374], [-9.053, -3.644, -0.543], [-9.871, -3.658, -2.397], [-10.582, -4.849, -1.295], [-10.990, -3.124, -1.131], [-9.313, -3.801, 0.369], [-1.681, -1.251, 4.601], [-0.467, -1.591, 3.948], [-1.412, -0.818, 5.562], [-2.259, -0.511, 4.040], [-2.309, -2.129, 4.773], [-0.680, -1.972, 3.090], [5.956, -0.242, 4.452], [6.607, 0.400, 3.351], [4.955, -0.515, 4.126], [6.494, -1.147, 4.740], [5.875, 0.430, 5.309], [7.494, 0.636, 3.635], [7.070, 2.650, 0.518], [5.718, 2.208, 0.577], [7.124, 3.454, -0.212], [7.392, 3.030, 1.492], [7.733, 1.843, 0.199], [5.690, 1.499, 1.231], [10.734, 1.058, -0.630], [9.603, 0.997, -1.495], [10.361, 1.217, 0.377], [11.300, 0.124, -0.640], [11.399, 1.886, -0.893], [9.910, 0.844, -2.392], [-0.696, -2.312, -3.801], [-1.278, -3.423, -3.128], [-0.498, -2.630, -4.822], [-1.371, -1.452, -3.826], [0.247, -2.008, -3.338], [-1.465, -3.156, -2.222], [-4.347, -3.020, -4.428], [-5.618, -3.627, -4.683], [-4.542, -2.085, -3.906], [-3.711, -3.645, -3.803], [-3.834, -2.801, -5.368], [-5.461, -4.455, -5.144], [5.065, -3.875, 2.887], [6.256, -3.124, 2.689], [5.365, -4.860, 3.237], [4.416, -3.419, 3.640], [4.501, -3.993, 1.958], [6.009, -2.248, 2.378], [-6.693, -1.698, -7.772], [-5.546, -1.473, -6.964], [-6.401, -1.518, -8.806], [-7.050, -2.728, -7.688], [-7.513, -1.021, -7.515], [-5.796, -1.651, -6.050], [11.028, -0.559, 3.305], [11.807, 0.055, 2.286], [10.065, -0.803, 2.861], [11.485, -1.483, 3.665], [10.867, 0.113, 4.153], [12.668, 0.274, 2.652], [-5.136, 1.921, -9.537], [-4.559, 1.251, -8.431], [-4.529, 2.804, -9.730], [-5.137, 1.300, -10.438], [-6.161, 2.246, -9.331], [-5.079, 0.464, -8.239]], "mulliken_charge": [-1.29, -0.34, -1.15, 0.71, -1.00, -0.42, -0.33, 0.03, 1.01, -0.52, -0.65, -0.18, 0.16, 0.42, 0.34, 0.64, 0.18, 0.56, 0.30, 0.07, 0.39, 0.40, 0.40, 0.19, -0.07, -0.66, -0.29, 0.24, 0.24, 0.29, 0.17, -0.13, -0.44, -0.17, 0.31, 0.30, 0.25, -0.58, -0.52, 0.28, 0.22, 0.31, 0.32, -0.53, -0.49, 0.20, 0.26, 0.27, 0.27, -0.33, -0.44, 0.21, 0.05, 0.30, 0.24, -0.62, -0.36, 0.14, 0.33, 0.33, 0.23, -0.58, -0.40, 0.29, 0.25, 0.19, 0.22, -0.42, -0.50, 0.10, 0.26, 0.29, 0.28, -0.59, -0.49, 0.26, 0.24, 0.29, 0.26, -0.89, -0.51, 0.27, 0.45, 0.44, 0.28, -0.55, -0.48, 0.26, 0.25, 0.24, 0.27, -0.64, -0.44, 0.26, 0.28, 0.31, 0.24, -0.46, -0.48, 0.13, 0.29, 0.27, 0.27, -0.53, -0.47, 0.23, 0.24, 0.24, 0.27], "fmax_ev_per_a": 0.65, "gap_ha": 0.358, "charge": 0, "homo_ev": -9.22}